Entry 1:
{
  "formula": "C47H38BrF4N8OPRu",
  "method": "ωB97M-V with the def2-TZVPD basis set",
  "multiplicity": 2,
  "total_charge": 3,
  "homo_energy_ev": [-15.27, -15.26],
  "energy_ev": -156084.4924,
  "s2": 0.8920,
  "lumo_ev": [-7.88, -10.77],
  "symbols": ["Ru", "C", "N", "C", "C", "N", "C", "C", "C", "C", "C", "C", "N", "C", "N", "C", "C", "C", "C", "C", "C", "N", "H", "H", "H", "H", "H", "H", "H", "H", "H", "H", "H", "H", "H", "H", "H", "F", "C", "C", "F", "C", "F", "C", "P", "C", "C", "C", "C", "C", "C", "C", "C", "C", "C", "C", "C", "C", "Br", "C", "F", "H", "H", "H", "H", "H", "H", "H", "H", "H", "H", "C", "C", "C", "C", "C", "N", "C", "O", "N", "C", "C", "C", "C", "N", "C", "C", "C", "H", "H", "H", "H", "H", "H", "H", "H", "H", "H", "H", "H", "H"],
  "coordinates": [[-1.819, 0.851, -0.390], [-2.915, 4.140, -0.076], [-2.732, 3.213, -1.189], [-2.051, 3.738, -2.373], [-0.901, 2.855, -2.749], [-0.624, 1.720, -2.139], [0.531, 1.235, -2.707], [1.272, 0.095, -2.417], [2.405, -0.125, -3.169], [2.807, 0.766, -4.168], [2.088, 1.910, -4.462], [0.941, 2.132, -3.716], [0.007, 3.145, -3.704], [-2.813, 3.415, 1.227], [-2.594, 2.118, 1.357], [-2.544, 1.867, 2.712], [-2.362, 0.680, 3.417], [-2.344, 0.758, 4.797], [-2.500, 1.975, 5.467], [-2.707, 3.160, 4.782], [-2.734, 3.084, 3.400], [-2.904, 4.035, 2.419], [-3.890, 4.649, -0.120], [-2.140, 4.915, -0.100], [-3.645, 2.856, -1.457], [-1.667, 4.751, -2.195], [-2.731, 3.808, -3.231], [0.965, -0.580, -1.628], [2.985, -1.017, -2.989], [3.706, 0.563, -4.727], [2.397, 2.596, -5.234], [0.008, 3.949, -4.314], [-2.259, -0.261, 2.893], [-2.215, -0.143, 5.376], [-2.470, 1.991, 6.545], [-2.848, 4.096, 5.298], [-3.100, 5.011, 2.586], [-6.902, -3.899, -3.054], [-5.850, -3.388, -2.457], [-4.913, -4.218, -1.830], [-5.070, -5.526, -1.827], [-3.801, -3.653, -1.212], [-2.902, -4.445, -0.631], [-3.587, -2.275, -1.179], [-2.041, -1.639, -0.401], [-0.903, -2.569, -1.483], [-0.940, -2.217, -2.836], [-0.241, -2.967, -3.761], [0.513, -4.056, -3.344], [0.575, -4.383, -1.997], [-0.128, -3.643, -1.061], [-2.074, -2.429, 1.233], [-3.290, -2.788, 1.815], [-3.312, -3.370, 3.069], [-2.130, -3.567, 3.767], [-0.920, -3.167, 3.214], [-0.890, -2.593, 1.957], [-4.533, -1.475, -1.807], [-4.329, 0.403, -1.864], [-5.649, -2.007, -2.440], [-6.506, -1.189, -3.029], [-1.525, -1.358, -3.153], [-0.287, -2.718, -4.810], [1.043, -4.654, -4.069], [1.145, -5.236, -1.663], [-0.117, -3.938, -0.024], [-4.215, -2.627, 1.281], [-4.254, -3.675, 3.496], [-2.148, -4.018, 4.746], [0.000, -3.318, 3.760], [0.051, -2.294, 1.512], [6.547, -0.293, -2.364], [6.087, -0.084, -0.976], [4.992, -0.791, -0.454], [4.567, -0.603, 0.837], [5.239, 0.313, 1.671], [4.886, 0.522, 2.977], [3.800, -0.015, 3.688], [3.930, -0.495, 4.773], [2.569, 0.034, 3.048], [2.065, 0.975, 2.165], [2.652, 2.217, 1.917], [2.030, 3.089, 1.044], [0.842, 2.714, 0.435], [0.278, 1.533, 0.668], [0.863, 0.691, 1.503], [6.355, 1.011, 1.162], [6.763, 0.815, -0.130], [5.958, -1.046, -2.881], [7.598, -0.592, -2.367], [6.509, 0.647, -2.920], [4.503, -1.526, -1.074], [3.772, -1.210, 1.241], [5.641, 0.829, 3.586], [1.873, -0.535, 3.520], [3.557, 2.516, 2.422], [2.453, 4.062, 0.853], [0.334, 3.373, -0.255], [0.354, -0.251, 1.669], [6.883, 1.699, 1.804], [7.625, 1.344, -0.505]],
  "lowdin_charge": [0.87, -0.11, -0.09, -0.10, -0.29, 0.04, -0.23, -0.03, -0.08, -0.06, 0.01, -0.17, 0.20, -0.30, 0.05, -0.23, -0.01, -0.06, -0.05, 0.01, -0.18, 0.19, 0.15, 0.14, 0.04, 0.14, 0.15, 0.09, 0.10, 0.11, 0.12, 0.19, 0.08, 0.11, 0.12, 0.12, 0.19, 0.19, -0.11, -0.11, 0.18, -0.20, 0.13, -0.32, 1.02, -0.38, -0.12, -0.06, -0.05, -0.05, -0.08, -0.38, -0.08, -0.04, -0.04, -0.06, -0.14, -0.55, 0.93, -0.24, 0.11, 0.11, 0.12, 0.12, 0.12, 0.10, 0.11, 0.12, 0.12, 0.11, 0.09, 0.00, -0.19, 0.02, 0.04, -0.19, 0.20, -0.47, 0.19, 0.15, -0.21, 0.02, -0.01, -0.12, 0.01, -0.06, 0.05, 0.03, 0.09, 0.12, 0.11, 0.12, 0.13, 0.19, 0.17, 0.12, 0.12, 0.11, 0.09, 0.14, 0.14]
}

=====

Entry 2:
{
  "formula": "C28H28N4O2W",
  "method": "ωB97M-V with the def2-TZVPD basis set",
  "total_charge": 2,
  "e_above_lowest_kj_mol": 85.60,
  "homo_energy_ev": -13.57,
  "energy_ev": -41356.2037,
  "lumo_ev": -7.50,
  "symbols": ["W", "C", "C", "C", "C", "C", "C", "H", "H", "H", "H", "H", "H", "O", "C", "C", "C", "C", "C", "C", "C", "O", "N", "N", "C", "C", "C", "C", "C", "C", "N", "H", "H", "H", "H", "H", "H", "H", "H", "H", "H", "C", "N", "C", "C", "C", "C", "C", "C", "C", "C", "H", "H", "H", "H", "H", "H", "H", "H", "H", "H", "H", "H"],
  "coordinates": [[-1.213, -0.640, -0.404], [-3.154, -1.416, -1.427], [-2.166, -1.927, -2.261], [-1.030, -2.528, -1.700], [-1.109, -3.004, -0.341], [-2.213, -2.715, 0.443], [-3.140, -1.752, -0.018], [-3.964, -0.826, -1.832], [-2.187, -1.732, -3.320], [-0.178, -2.788, -2.309], [-0.293, -3.584, 0.066], [-2.259, -3.075, 1.462], [-3.947, -1.425, 0.621], [2.178, -1.511, 3.931], [2.864, -1.907, 2.856], [4.135, -2.441, 3.090], [4.909, -2.878, 2.043], [4.451, -2.801, 0.718], [3.213, -2.273, 0.474], [2.389, -1.812, 1.528], [1.098, -1.252, 1.200], [0.774, -1.089, -0.055], [0.264, -0.904, 2.181], [-0.871, -0.374, 1.663], [-1.690, 0.338, 2.354], [-2.670, 1.089, 1.574], [-3.584, 1.959, 2.144], [-4.386, 2.726, 1.309], [-4.234, 2.625, -0.064], [-3.302, 1.740, -0.572], [-2.551, 0.968, 0.223], [1.295, -1.200, 3.667], [4.477, -2.503, 4.114], [5.887, -3.293, 2.248], [5.068, -3.157, -0.094], [2.840, -2.202, -0.539], [-1.573, 0.453, 3.426], [-3.661, 2.045, 3.219], [-5.112, 3.407, 1.733], [-4.826, 3.224, -0.740], [-3.128, 1.633, -1.635], [2.231, 2.053, 1.453], [1.835, 1.528, 0.147], [2.926, 1.012, -0.674], [0.614, 1.758, -0.321], [0.296, 1.642, -1.780], [0.821, 2.548, -2.691], [0.377, 2.520, -4.000], [-0.609, 1.611, -4.355], [-1.114, 0.707, -3.429], [-0.650, 0.655, -2.108], [2.888, 1.338, 1.947], [1.349, 2.199, 2.076], [2.758, 3.001, 1.335], [3.584, 0.417, -0.044], [3.496, 1.844, -1.096], [2.540, 0.394, -1.478], [0.094, 2.552, 0.230], [-0.256, 0.844, 0.067], [1.555, 3.282, -2.378], [0.768, 3.216, -4.729], [-0.996, 1.613, -5.365], [-1.907, 0.067, -3.783]],
  "lowdin_charge": [1.59, -0.13, -0.10, -0.13, -0.11, -0.07, -0.16, 0.14, 0.13, 0.15, 0.15, 0.15, 0.14, 0.10, -0.25, 0.02, -0.03, -0.06, -0.04, -0.10, -0.38, -0.20, 0.10, -0.14, 0.00, -0.23, 0.03, 0.00, 0.00, -0.07, -0.05, 0.07, 0.13, 0.12, 0.11, 0.12, 0.16, 0.14, 0.13, 0.13, 0.12, 0.00, -0.16, 0.00, -0.17, -0.25, -0.02, -0.04, -0.05, -0.11, -0.18, 0.10, 0.10, 0.11, 0.09, 0.11, 0.10, 0.17, 0.06, 0.13, 0.12, 0.12, 0.08]
}

=====

Entry 3:
{
  "formula": "C31H27NO4S3SbTeV",
  "method": "ωB97M-V with the def2-TZVPD basis set",
  "multiplicity": 4,
  "total_charge": -1,
  "e_above_lowest_kj_mol": 224.64,
  "homo_energy_ev": [-4.94, -5.44],
  "energy_ev": -114291.0351,
  "s2": 3.7850,
  "lumo_ev": [2.03, 0.07],
  "symbols": ["V", "S", "Sb", "S", "S", "C", "C", "C", "C", "C", "O", "C", "C", "C", "C", "C", "C", "C", "O", "C", "C", "C", "N", "C", "C", "Te", "C", "C", "C", "C", "C", "C", "C", "C", "C", "C", "C", "C", "H", "H", "H", "H", "H", "H", "H", "H", "H", "H", "H", "H", "H", "H", "H", "H", "H", "H", "H", "H", "H", "H", "H", "H", "C", "O", "C", "O", "H", "H", "H"],
  "coordinates": [[2.680, -0.489, -0.405], [6.959, 1.684, 0.069], [5.463, 0.413, 1.232], [3.158, 1.199, 0.968], [4.747, -1.642, 0.069], [-4.315, -2.325, 0.790], [-2.793, -2.173, 0.607], [-1.962, -2.556, 1.643], [-0.577, -2.296, 1.632], [-0.018, -2.484, 3.016], [-0.311, -3.430, 3.694], [0.649, -1.397, 3.827], [1.865, -0.690, 3.433], [2.310, 0.399, 4.254], [1.550, 0.783, 5.359], [0.416, 0.094, 5.736], [0.014, -1.062, 5.005], [0.013, -1.728, 0.506], [1.299, -1.621, 0.409], [-0.843, -1.291, -0.545], [-2.193, -1.582, -0.486], [-0.266, -0.332, -1.507], [0.792, 0.288, -1.359], [1.016, 1.424, -2.338], [1.051, 2.747, -1.634], [-0.982, 3.464, -1.231], [-1.565, 2.324, 0.383], [-0.655, 1.686, 1.214], [-1.091, 0.875, 2.253], [-2.419, 0.651, 2.423], [-3.356, 1.325, 1.608], [-2.928, 2.174, 0.540], [-1.056, -0.248, -2.725], [-0.427, -0.669, -3.908], [-1.080, -0.485, -5.081], [-2.366, -0.040, -5.141], [-3.000, 0.434, -3.981], [-2.260, 0.412, -2.770], [-4.399, -3.408, 0.927], [-4.961, -2.152, -0.082], [-4.778, -1.896, 1.666], [-2.401, -3.068, 2.567], [2.337, -0.873, 2.505], [3.234, 0.906, 4.002], [1.771, 1.699, 5.919], [-0.192, 0.428, 6.531], [-0.811, -1.709, 5.230], [-2.837, -1.209, -1.265], [0.233, 1.564, -3.037], [2.048, 1.312, -2.787], [1.255, 3.495, -2.444], [1.678, 2.754, -0.777], [0.403, 1.838, 1.013], [-0.321, 0.516, 2.951], [-2.694, 0.079, 3.327], [-4.394, 1.269, 1.707], [-3.644, 2.686, -0.070], [0.433, -1.214, -3.890], [-0.516, -0.723, -5.979], [-2.830, 0.194, -6.052], [-3.913, 1.066, -4.034], [-2.672, 0.826, -1.862], [4.923, 0.671, -3.604], [4.008, 0.710, -2.517], [3.138, -0.474, -2.467], [2.841, -1.036, -3.475], [4.428, 0.969, -4.525], [5.361, -0.298, -3.804], [5.755, 1.241, -3.234]],
  "lowdin_charge": [0.26, -0.20, 0.30, 0.04, -0.05, -0.05, -0.26, 0.01, -0.05, -0.30, 0.09, -0.15, -0.01, -0.08, -0.11, -0.08, -0.04, -0.29, -0.18, -0.04, 0.02, -0.23, 0.07, -0.28, -0.44, 1.30, -0.62, -0.11, -0.08, -0.08, -0.06, -0.18, -0.19, -0.01, -0.09, -0.09, -0.04, -0.08, 0.07, 0.07, 0.06, 0.15, 0.02, 0.07, 0.10, 0.08, 0.11, 0.10, 0.07, 0.11, 0.06, -0.01, 0.06, 0.09, 0.12, 0.07, 0.08, 0.09, 0.11, 0.08, 0.11, 0.08, -0.11, -0.24, -0.49, 0.03, 0.08, 0.08, 0.07]
}

=====

Entry 4:
{
  "formula": "H3NO",
  "method": "ωB97M-V with the def2-TZVPD basis set",
  "e_above_lowest_kj_mol": 64.10,
  "homo_energy_ev": -10.97,
  "energy_ev": -3583.6291,
  "smiles": "NO",
  "lumo_ev": 0.80,
  "symbols": ["N", "O", "H", "H", "H"],
  "coordinates": [[-0.253, 0.402, -0.583], [0.459, -0.271, 0.544], [-0.629, -0.567, -0.923], [-1.012, 0.745, -0.124], [-0.259, -0.819, 0.779]],
  "lowdin_charge": [0.00, -0.15, 0.11, 0.01, 0.03]
}

=====

Entry 5:
{
  "formula": "C6H9NOS",
  "method": "ωB97M-V with the def2-TZVPD basis set",
  "e_above_lowest_kj_mol": 82.34,
  "homo_energy_ev": -8.48,
  "energy_ev": -20738.8060,
  "smiles": "O=C1NC[C@H]1CCC=S",
  "lumo_ev": 0.01,
  "symbols": ["O", "C", "N", "C", "C", "C", "C", "C", "S", "H", "H", "H", "H", "H", "H", "H", "H", "H"],
  "coordinates": [[0.937, 1.916, -1.099], [1.179, 0.923, -0.515], [2.051, 0.762, 0.509], [1.833, -0.655, 0.734], [0.762, -0.578, -0.306], [-0.663, -0.973, 0.121], [-1.711, -0.285, -0.666], [-1.968, 1.106, -0.130], [-3.443, 1.456, 0.419], [2.732, 1.420, 0.920], [1.516, -0.732, 1.739], [2.725, -1.272, 0.607], [0.954, -1.032, -1.293], [-0.720, -0.830, 1.126], [-0.846, -1.971, -0.014], [-1.475, -0.176, -1.779], [-2.772, -0.761, -0.579], [-1.091, 1.680, 0.204]],
  "lowdin_charge": [0.10, -0.49, 0.08, -0.13, -0.18, -0.17, -0.29, -0.65, 0.69, 0.16, 0.10, 0.12, 0.16, 0.09, 0.09, 0.15, 0.11, 0.05]
}

=====

Entry 6:
{
  "formula": "C6H14NO",
  "method": "ωB97M-V with the def2-TZVPD basis set",
  "multiplicity": 2,
  "total_charge": 2,
  "e_above_lowest_kj_mol": 14.83,
  "homo_energy_ev": [-18.42, -18.51],
  "energy_ev": -9966.5953,
  "s2": 0.7863,
  "lumo_ev": [-8.73, -11.51],
  "symbols": ["C", "C", "C", "C", "C", "C", "N", "H", "H", "H", "H", "H", "H", "H", "H", "H", "H", "H", "H", "H", "H", "O"],
  "coordinates": [[-1.473, 1.171, -0.932], [-2.208, 0.120, -0.209], [-1.395, -0.937, 0.497], [-0.132, -1.371, 0.078], [0.647, -2.409, 0.685], [1.855, -2.872, 0.277], [-0.537, 2.005, 0.005], [-2.162, 1.859, -1.533], [-0.906, 0.744, -1.723], [-3.060, 0.401, 0.464], [-2.676, -0.472, -1.009], [-1.857, -1.211, 1.439], [0.453, -1.037, -0.822], [0.056, -2.994, 1.406], [2.383, -2.335, -0.532], [2.324, -3.720, 0.701], [0.180, 1.422, 0.337], [-1.094, 2.349, 0.746], [0.071, 2.614, -0.659], [3.339, 2.318, -0.601], [2.927, 3.203, 0.425], [2.501, 2.576, -0.131]],
  "lowdin_charge": [-0.12, -0.16, 0.07, -0.02, -0.06, 0.23, 0.24, 0.18, 0.12, 0.16, 0.17, 0.15, 0.15, 0.14, 0.12, 0.10, 0.10, 0.16, 0.21, 0.09, 0.04, -0.06]
}